Below is C37H38Cl5FeP2Se2Te as an isolated structure, with properties calculated with wB97M-V/def2-TZVPD.

The geometry in XYZ format:
```
86
Properties=species:S:1:pos:R:3:forces:R:3
Fe -0.022914 -0.565175 1.667435 -0.497 -0.033 -0.355
Cl -0.508543 -1.681415 3.776387 0.044 -0.085 -0.188
C -0.232838 -2.942904 2.561452 0.111 -0.034 -0.036
C 0.457142 -2.488998 1.449065 -0.048 -0.195 0.351
C 0.765333 -3.499545 0.535829 0.123 0.061 0.016
Cl 1.779662 -3.142532 -0.823262 0.311 0.015 0.218
C 0.290267 -4.803450 0.670513 -0.010 -0.049 0.129
Cl 0.644044 -5.995259 -0.513932 0.050 -0.005 0.026
C -0.489007 -5.160770 1.780727 0.052 0.061 -0.049
Cl -1.122382 -6.745265 1.929000 0.001 -0.006 0.006
C -0.737345 -4.217282 2.771377 0.044 0.001 -0.037
Cl -1.636995 -4.601631 4.179087 0.005 0.005 0.006
C 3.179685 -4.238042 3.663833 0.011 -0.007 -0.009
Se 3.205562 -2.344309 4.084121 -0.029 -0.015 -0.021
C 3.694127 -1.748100 2.293685 -0.025 -0.054 -0.048
C 3.672312 -0.245358 2.153000 -0.017 0.114 -0.010
Se 1.942264 0.689844 2.238553 0.132 -0.002 0.016
C 1.809368 0.907063 4.164956 -0.022 0.067 0.015
H 2.421714 -4.441103 2.910328 -0.022 -0.001 -0.030
H 2.934808 -4.769587 4.580217 -0.004 0.008 0.000
H 4.158827 -4.555674 3.314291 -0.004 -0.005 0.002
H 3.024387 -2.206757 1.568746 -0.037 -0.038 0.026
H 4.709205 -2.096359 2.095478 -0.003 0.014 -0.025
H 4.071108 0.049095 1.181533 0.015 -0.035 0.006
H 4.282425 0.248736 2.910873 -0.028 0.013 0.010
H 2.712750 1.404773 4.508932 0.005 -0.008 0.009
H 1.676916 -0.048612 4.662674 0.000 -0.003 -0.039
H 0.958477 1.561315 4.349212 0.017 0.016 0.018
C -1.557459 0.952900 -1.355868 0.018 -0.015 0.028
P -0.357916 -0.259863 -0.661044 0.236 0.005 0.136
C 1.017804 -0.133046 -1.838470 -0.028 0.038 -0.057
C 0.814482 -0.256018 -3.213776 -0.039 -0.013 0.017
C 1.880056 -0.152345 -4.092446 0.002 0.031 -0.007
C 3.156294 0.104965 -3.609952 0.016 0.028 0.003
C 3.363280 0.252998 -2.246864 0.025 -0.017 -0.012
C 2.298475 0.125849 -1.369921 -0.002 -0.061 0.114
C -1.251651 -1.815151 -0.986471 -0.045 0.018 -0.159
C -2.233289 -2.142869 -0.049568 -0.040 0.003 -0.072
C -2.904957 -3.351556 -0.117052 -0.047 0.007 0.049
C -2.600524 -4.249428 -1.131907 -0.008 0.004 -0.025
C -1.633510 -3.928777 -2.071968 -0.046 0.041 -0.028
C -0.957870 -2.716711 -2.002087 -0.174 0.026 -0.063
P -1.439253 2.679472 -0.703335 0.196 0.021 -0.063
C -2.435044 3.569973 -1.947531 -0.055 0.012 0.031
C -2.144813 4.907320 -2.220487 -0.007 -0.011 0.005
C -2.945496 5.638125 -3.083197 0.024 0.012 0.005
C -4.051894 5.048621 -3.678767 -0.017 -0.001 -0.012
C -4.354881 3.724063 -3.406123 -0.005 -0.002 -0.010
C -3.553475 2.989152 -2.543463 0.022 -0.009 0.008
C 0.264494 3.152352 -1.143099 -0.032 -0.059 -0.089
C 0.733250 3.163951 -2.458379 0.000 -0.003 -0.032
C 2.043074 3.512442 -2.729025 0.013 -0.002 -0.013
C 2.902610 3.852273 -1.687591 0.022 -0.010 -0.019
C 2.447413 3.846057 -0.381096 0.004 0.018 0.030
C 1.126966 3.502536 -0.112100 0.026 -0.023 0.028
H -2.545679 0.558744 -1.112623 -0.057 0.029 0.067
H -1.470686 0.932789 -2.444689 0.017 -0.030 -0.003
H -0.173894 -0.452709 -3.611793 -0.014 0.046 0.016
H 1.712243 -0.268826 -5.155094 0.007 0.005 0.001
H 3.986557 0.194481 -4.298247 0.002 -0.009 0.005
H 4.355648 0.458234 -1.866366 0.001 0.007 -0.003
H 2.464083 0.200585 -0.302869 -0.005 0.055 -0.094
H -2.466667 -1.452368 0.759412 -0.038 0.065 0.033
H -3.656134 -3.597803 0.622724 0.003 0.000 0.000
H -3.112761 -5.201091 -1.182605 0.000 -0.007 -0.003
H -1.387881 -4.631596 -2.857047 -0.003 0.001 0.001
H -0.173786 -2.503875 -2.715274 -0.099 -0.014 0.010
H -1.282405 5.378845 -1.765030 0.012 0.000 0.010
H -2.703562 6.672020 -3.291773 0.000 -0.001 0.001
H -4.675398 5.621105 -4.352375 0.000 -0.002 -0.001
H -5.215994 3.256929 -3.865913 0.001 0.004 0.000
H -3.811119 1.955335 -2.347226 -0.004 0.006 -0.002
H 0.064834 2.909571 -3.273357 -0.007 0.005 0.002
H 2.399125 3.523189 -3.750928 0.003 -0.003 -0.004
H 3.926793 4.129561 -1.902550 -0.004 0.001 -0.004
H 3.110125 4.122102 0.429504 -0.006 -0.006 -0.007
H 0.762887 3.513345 0.908091 -0.005 0.006 0.029
C -3.487627 1.329881 1.701592 -0.023 0.008 0.060
Te -1.512019 1.560337 2.461461 -0.047 0.032 0.051
C -2.152477 0.943292 4.409786 0.024 0.040 0.012
H -4.131308 1.960319 2.309545 -0.014 -0.012 0.024
H -3.809476 0.294734 1.767176 0.018 -0.047 0.026
H -3.512719 1.680440 0.675504 -0.006 -0.004 0.017
H -2.695276 0.003116 4.369521 0.010 -0.001 -0.040
H -2.790474 1.730295 4.804901 0.001 0.000 -0.008
H -1.281484 0.839033 5.054018 -0.004 -0.009 0.003
```
Forces are in eV/Å.

The value obtained for the energy above the lowest of the compared OMol25 structures with the same formula, charge and spin is 64.0 kJ/mol. As for the energy: -292542.05470 eV. The calculation puts the HOMO-LUMO gap (spin up / spin down) at 7.723 / 7.719 eV. Its total charge is +1.

---

Below is C17H28BrF8IrNO8S2Si as an isolated structure at a distorted geometry, with properties calculated with wB97M-V/def2-TZVPD.

The geometry in XYZ format:
```
67
Properties=species:S:1:pos:R:3:forces:R:3
Ir -1.699676 -0.503477 -1.504833 -1.202 0.260 1.003
O -4.661882 0.072082 1.210700 0.014 -0.088 0.017
C -3.792982 -0.261696 0.432568 -0.167 0.140 -0.112
O -3.268872 0.482890 -0.488524 -0.021 -0.097 0.154
C -3.171407 -1.690282 0.526107 0.496 0.015 0.073
O -3.692451 -2.617916 1.085160 -0.087 0.076 0.131
O -1.937065 -1.770834 0.017380 -0.181 -0.303 -0.434
F -2.656187 3.183880 -5.660904 0.029 0.000 0.008
C -2.516376 1.894649 -5.350024 0.039 0.031 0.017
F -3.287238 1.186981 -6.169751 -0.028 -0.003 0.016
F -1.249075 1.552115 -5.539560 -0.017 -0.030 -0.012
S -3.020311 1.646510 -3.549725 -0.136 0.138 0.069
O -1.775467 1.171772 -2.936153 0.155 -0.195 -0.035
O -3.525515 2.909745 -3.142673 -0.030 -0.030 -0.020
N -4.155352 0.547607 -3.566731 0.004 -0.005 -0.032
S -3.650472 -0.931140 -3.652643 1.029 -0.421 -0.797
O -3.494963 -1.567047 -2.338302 0.496 0.099 -0.159
O -2.543234 -1.129966 -4.551727 -0.197 0.027 -0.064
C -4.987070 -1.846639 -4.531906 -0.434 0.210 0.500
F -4.563936 -3.088866 -4.717375 0.008 -0.033 -0.009
F -5.196572 -1.270973 -5.708824 0.004 -0.001 -0.028
F -6.128325 -1.872023 -3.850005 0.032 0.022 -0.013
F 0.102052 -2.705050 -2.125544 -0.033 0.008 0.058
C -0.211459 -1.418811 -2.528249 -0.015 0.080 -0.169
F 1.007080 -0.716459 -2.419981 0.005 -0.017 0.004
H -0.394789 -1.478198 -3.604228 0.005 -0.030 0.011
C 0.955099 -2.537985 1.036821 -0.043 0.004 0.037
C 2.066058 -1.497191 1.220547 0.015 0.026 -0.007
C 2.872367 -1.867531 2.480928 0.025 -0.020 0.005
C 3.012166 -1.634648 0.017790 0.010 0.002 -0.014
Si 1.407345 0.287874 1.426013 0.000 -0.011 0.114
Br -0.356857 0.879535 0.004384 0.336 0.109 -0.225
C 0.532290 0.608348 3.111851 0.029 -0.006 -0.001
C 1.576532 0.835070 4.219815 0.006 -0.022 0.023
C -0.339998 -0.600973 3.484725 -0.015 0.005 -0.003
C -0.408648 1.826588 3.118624 -0.007 0.016 0.001
C 2.685771 1.637322 0.941175 -0.017 0.006 0.003
C 2.963847 1.650884 -0.570799 0.000 0.012 -0.011
C 2.179502 3.037997 1.316890 -0.002 0.019 0.002
C 4.017837 1.407654 1.675881 0.026 0.002 -0.009
H 1.429320 -3.515774 0.898686 -0.007 -0.007 0.024
H 0.343693 -2.350121 0.161927 -0.038 0.020 -0.062
H 0.286078 -2.610973 1.890696 -0.011 0.016 0.000
H 3.304459 -2.861084 2.322088 0.002 0.002 -0.003
H 2.252543 -1.925274 3.374750 -0.005 -0.014 -0.013
H 3.698758 -1.181057 2.679389 -0.013 -0.002 -0.001
H 3.287569 -2.690401 -0.071801 0.015 0.001 0.010
H 3.936384 -1.068930 0.144020 -0.021 -0.002 -0.012
H 2.539725 -1.344635 -0.917333 -0.039 0.001 -0.027
H 2.287564 0.013838 4.316793 -0.004 0.017 -0.008
H 1.054581 0.930988 5.177763 0.000 -0.008 -0.001
H 2.141200 1.756242 4.066904 -0.011 0.006 0.006
H 0.241924 -1.499106 3.684764 0.009 0.002 0.005
H -1.068918 -0.833942 2.705104 -0.006 -0.007 0.001
H -0.897397 -0.361537 4.395983 -0.008 -0.003 -0.009
H 0.088535 2.760712 2.863605 -0.010 -0.009 -0.011
H -0.808256 1.933116 4.132497 0.011 0.007 0.003
H -1.259632 1.696553 2.452413 0.002 -0.013 0.010
H 2.059260 1.818661 -1.154710 -0.002 0.012 0.005
H 3.418519 0.730442 -0.927482 -0.005 -0.011 0.001
H 3.658407 2.470827 -0.784901 0.005 -0.007 -0.004
H 1.203995 3.259450 0.880406 0.008 -0.006 -0.012
H 2.886030 3.780122 0.930323 0.009 -0.002 0.010
H 2.114135 3.180682 2.395859 -0.003 -0.008 -0.008
H 4.510162 0.487861 1.360629 -0.004 0.015 0.006
H 3.903732 1.375740 2.760767 -0.008 0.006 -0.002
H 4.695846 2.235825 1.441946 -0.002 0.000 -0.002
```
Forces are in eV/Å.

The value obtained for the energy above the lowest of the compared OMol25 structures with the same formula, charge and spin is 132.5 kJ/mol. As for the energy: -160126.31746 eV. The calculation puts the HOMO-LUMO gap at 7.980 eV. Its total charge is -1.

---

Below is C11H14N2O3 in the gas phase at a distorted geometry, with properties calculated with wB97M-V/def2-TZVPD.

The geometry in XYZ format:
```
30
Properties=species:S:1:pos:R:3:forces:R:3
C 3.063394 -1.669794 -1.524843 -1.659 -0.003 0.421
C 1.828630 -1.251950 -0.683370 0.691 -0.046 -0.436
C 0.626279 -1.937706 -0.763566 0.250 -0.028 -0.304
C -0.478794 -1.563036 -0.016166 -0.075 0.111 0.238
C -1.753872 -2.373914 -0.112158 0.390 0.228 -0.453
C -0.397477 -0.448792 0.846476 -0.703 0.699 0.679
C -1.587823 -0.039678 1.760083 1.249 -0.488 -0.211
C 0.788284 0.296353 0.879212 0.207 -1.318 -1.513
O 0.862573 1.448452 1.643827 -0.158 1.287 0.682
C 1.141133 2.628000 1.047807 1.147 0.058 -2.462
O 1.480348 2.781499 -0.123116 -0.888 -0.610 1.975
N 1.074324 3.769746 1.862830 -0.565 0.019 1.677
C 1.046139 5.110610 1.291530 0.256 0.583 0.363
N 0.855633 3.579277 3.221444 -0.346 1.068 0.956
O 0.684947 4.575893 3.933985 0.623 -1.891 -2.740
C 1.885405 -0.139058 0.128861 1.155 1.032 0.289
H 3.003318 -1.237329 -2.524820 -0.050 -0.119 -0.024
H 3.969360 -1.323441 -1.075691 0.567 0.192 0.366
H 3.085007 -2.759102 -1.589789 0.119 0.092 -0.155
H 0.589809 -2.760114 -1.470966 -0.302 -0.136 0.183
H -1.628937 -3.211368 -0.788982 0.203 -0.141 -0.129
H -1.992206 -2.788435 0.851590 -0.419 -0.062 0.440
H -2.587272 -1.796161 -0.518681 -0.022 0.076 0.314
H -2.520873 -0.422875 1.354983 0.002 -0.095 0.226
H -1.390928 -0.428274 2.791049 -0.395 0.257 -0.794
H -1.665773 1.042742 1.821636 0.038 0.053 0.062
H 1.915931 5.699497 1.664865 -0.678 -0.419 -0.326
H 1.005228 5.113632 0.203784 0.304 -0.446 0.210
H 0.121695 5.565153 1.638952 0.057 0.273 0.200
H 2.851828 0.415486 0.124545 -0.999 -0.229 0.267
```
Forces are in eV/Å.

As for the SMILES: Cc1cc(C)c(C)c(OC(=O)N(C)N=O)c1. The value obtained for the energy above the lowest of the compared OMol25 structures with the same formula, charge and spin is 344.7 kJ/mol. As for the energy: -20754.83502 eV. The calculation puts the HOMO-LUMO gap at 8.938 eV.

---

Below is a 2-piece molecular cluster, C20H13N5O6P overall at a distorted geometry, with properties calculated with wB97M-V/def2-TZVPD.

The geometry in XYZ format:
```
45
Properties=species:S:1:pos:R:3:forces:R:3
C 3.425050 -2.180423 3.401700 0.037 -0.045 0.036
C 2.354750 -1.967894 4.276089 -0.254 0.345 -0.137
C 1.365412 -1.031861 3.945578 0.467 -0.258 -0.141
C 1.450927 -0.313224 2.747284 0.102 -0.320 0.440
P 0.026061 0.682506 2.215639 -0.148 1.005 -0.954
C -1.410943 -0.439813 2.451292 -0.123 0.030 -0.043
C -2.509426 -0.143329 3.270693 0.351 -0.625 -0.091
C -3.445219 -1.139849 3.568180 -0.029 0.076 -0.313
C -3.392456 -2.373880 2.910936 0.340 0.125 0.114
C -2.362463 -2.628446 1.991314 -0.108 0.320 0.164
C -1.375735 -1.664257 1.760798 -0.252 -0.099 0.370
C -0.319258 2.151600 3.135510 -0.299 -0.947 0.439
C 0.627741 3.088471 3.569603 1.161 1.719 1.593
N 1.300873 3.961657 4.004053 -1.324 -1.979 -1.079
O 0.238236 0.947451 0.744964 0.203 -0.787 0.325
C 2.558109 -0.485992 1.903812 -0.026 -0.256 0.068
C 3.528847 -1.447223 2.214914 -0.349 0.263 0.301
H 4.193007 -2.918559 3.658386 -0.312 0.248 -0.140
H 2.261598 -2.529944 5.208069 0.150 0.131 -0.299
H 0.512353 -0.866526 4.608368 0.226 -0.120 -0.171
H -2.626276 0.861021 3.660008 0.031 -0.261 0.255
H -4.207931 -0.939647 4.324575 0.056 -0.056 -0.418
H -4.150120 -3.133709 3.124055 0.320 0.222 -0.072
H -2.309311 -3.589998 1.478831 -0.081 0.283 0.071
H -0.580159 -1.865782 1.039412 -0.122 0.093 0.330
H -1.196865 2.065436 3.795409 0.523 0.312 -0.396
H 2.646927 0.112784 0.994885 -0.222 -0.234 0.245
H 4.351214 -1.621502 1.521957 -0.111 0.070 0.240
O 0.729819 8.497575 0.893368 -1.381 -1.426 -0.021
N -0.332461 7.861372 0.854818 -0.791 1.543 -0.157
O -1.456160 8.415349 0.799244 1.726 -0.645 0.123
C -0.350922 6.407293 0.856934 0.195 -0.632 -0.481
C -1.560275 5.755671 0.652555 0.918 0.509 0.169
C -1.606125 4.348019 0.669208 1.514 -0.431 0.261
N -2.848745 3.672535 0.396644 -1.671 -1.465 -0.432
O -3.855328 4.361991 0.116843 1.583 -0.934 0.494
O -2.867823 2.417460 0.428384 0.087 2.554 0.072
C -0.465368 3.561832 0.887005 -1.482 -0.683 -1.117
C 0.786514 4.205504 0.923641 2.234 -0.162 0.931
N 2.029639 3.666453 1.148842 -1.100 2.781 -0.405
O 2.841220 4.796256 1.301576 -2.020 -0.641 -0.604
N 2.150853 5.996555 1.198707 -1.281 -1.753 -0.369
C 0.874356 5.615386 0.948858 1.223 1.476 0.926
H -2.460617 6.317699 0.445708 0.108 0.030 0.182
H -0.489130 2.470943 0.772640 -0.072 0.627 -0.308
```
Forces are in eV/Å.

The value obtained for the energy above the lowest of the compared OMol25 structures with the same formula, charge and spin is 146.1 kJ/mol. As for the energy: -49968.32635 eV. The calculation puts the HOMO-LUMO gap at 5.843 eV. Its total charge is -1.

---

Below is C3H4N2O2S in the gas phase at a distorted geometry, with properties calculated with wB97M-V/def2-TZVPD.

The geometry in XYZ format:
```
12
Properties=species:S:1:pos:R:3:forces:R:3
O -1.016166 1.648898 -1.888527 -0.008 1.128 0.196
C -0.484203 0.795332 -0.966485 -0.104 1.677 -0.154
C -0.965787 -0.407484 -0.575504 0.653 -0.539 0.579
N -0.107769 -0.804221 0.426458 0.803 -0.146 -0.304
S -0.240610 -2.263523 1.260716 0.552 -0.446 -0.956
N 0.969890 0.059924 0.621774 -1.996 0.442 -0.465
C 0.651343 1.089677 -0.166212 1.396 -1.544 0.424
O 1.451647 2.184801 -0.289293 -0.793 0.023 -0.345
H -0.922273 2.567801 -1.530526 -0.071 -1.164 -0.600
H -1.722658 -1.083023 -0.984007 0.198 0.590 0.439
H -0.480976 -1.730000 2.424936 -0.367 0.389 1.053
H 2.248859 2.136940 0.252272 -0.262 -0.411 0.133
```
Forces are in eV/Å.

As for the SMILES: Oc1cn(S)nc1O. The value obtained for the energy above the lowest of the compared OMol25 structures with the same formula, charge and spin is 224.4 kJ/mol. As for the energy: -21084.50582 eV. The calculation puts the HOMO-LUMO gap at 9.171 eV.

---

Among the records above, which one has the highest energy?
C11H14N2O3

---

The lowest energy belongs to which entry?
C37H38Cl5FeP2Se2Te

---

The lowest energy above the lowest of the compared OMol25 structures with the same formula, charge and spin belongs to which entry?
C37H38Cl5FeP2Se2Te